## i
Density functional theory data (the ωB97M-V functional and the def2-TZVPD basis) for a single C3H9N2OP molecule.

Structure (ORCA input):
```
! RIJCOSX wB97M-V def2-TZVPD def2/J DEFGRID3
* xyz 0 1
O 0.31545 1.99488 -0.79609
C 1.08770 0.89001 -0.33629
C 0.82936 -0.51250 -1.01507
C 0.14367 -1.36951 0.10395
N -0.41125 -0.35593 0.97181
P -2.00989 0.40976 0.57695
N 0.49122 0.76984 1.02771
H -0.40725 2.17006 -0.22023
H 2.06750 1.26637 -0.35557
H 1.65450 -0.92016 -1.60339
H 0.12644 -0.34985 -1.83046
H -0.62887 -2.06830 -0.17432
H 0.79823 -1.90898 0.76510
H -2.65377 -0.12207 1.57997
H -2.56266 -0.39847 -0.40670
H 1.15961 0.50485 1.71263
*
```

Results
- HOMO-LUMO gap: 9.78 eV
- SMILES string: O[C@@H]1CCN(P)N1
- HOMO level: -8.825 eV

Results of the Löwdin charge analysis, in e, for atoms 1 through 2:
1. O -0.077
2. C -0.337

---

## ii
Density functional theory data (the ωB97M-V functional and the def2-TZVPD basis) for 2 unconnected molecules or ions with the total composition C3H9N2OP.

Structure (ORCA input):
```
! RIJCOSX wB97M-V def2-TZVPD def2/J DEFGRID3
* xyz 0 1
C -0.74293 2.76142 -0.39833
C -0.59507 1.46366 -0.10166
N -1.49021 0.35677 0.04181
C -0.93107 -0.89240 -0.05556
N -1.77898 -1.94915 0.19227
O 0.21831 -1.17502 -0.34578
H -1.65393 3.31103 -0.57667
H 0.20946 3.37853 -0.37384
H 0.41525 0.95006 0.09647
H -2.49877 0.37515 -0.05493
H -2.78644 -1.73404 0.19705
H -1.54415 -2.82885 -0.27942
P 3.69343 -1.00267 0.07882
H 3.99839 -1.56279 1.42239
H 2.50892 -1.63292 -0.31158
H 2.97780 0.18122 0.46896
*
```

Results
- HOMO-LUMO gap: 9.66 eV
- SMILES string: C=CNC(N)=O.P
- HOMO level: -9.046 eV

Results of the Löwdin charge analysis, in e, for atoms 1 through 2:
1. C -0.005
2. C -0.184

---

Which of them is most stable? Easy: ii.

---

## i
Density functional theory data (the ωB97M-V functional and the def2-TZVPD basis) for 3 unconnected molecules or ions with the total composition C4H14O2S.

Structure (ORCA input):
```
! RIJCOSX wB97M-V def2-TZVPD def2/J DEFGRID3
* xyz 0 1
C -1.32417 1.49223 -0.87147
C -1.80046 0.27855 -0.26094
C -0.78119 -0.64254 0.51867
C 0.18068 0.24116 1.30582
S -0.86441 0.53373 2.84111
H -0.43752 1.80014 -0.29016
H -0.92134 1.30594 -1.98711
H -1.99195 2.41836 -0.88275
H -2.32447 -0.39671 -0.90251
H -2.78846 0.58284 0.33396
H -0.33657 -1.13051 -0.45500
H -1.19310 -1.31692 1.19063
H 0.58742 1.14079 0.76433
H 1.12727 -0.23319 1.68555
H -0.24474 -0.29138 3.75628
O 3.20186 -0.57325 -1.05728
H 3.28862 -0.00977 -0.28901
H 3.50615 -1.45664 -0.82857
O 1.16079 -1.50995 -4.39084
H 1.90008 -1.87596 -3.83697
H 1.10883 -0.62759 -4.28376
*
```

Results
- HOMO-LUMO gap: 9.41 eV
- SMILES string: CCCCS.O.O
- HOMO level: -9.046 eV

Results of the Löwdin charge analysis, in e, for atoms 1 through 2:
1. C -0.160
2. C -0.345

---

## ii
Density functional theory data (the ωB97M-V functional and the def2-TZVPD basis) for 3 unconnected molecules or ions with the total composition C4H14O2S.

Structure (ORCA input):
```
! RIJCOSX wB97M-V def2-TZVPD def2/J DEFGRID3
* xyz 0 1
C -0.01130 2.01584 -0.73309
C 0.77202 0.73764 -0.38244
C 0.55116 0.49576 1.13419
C 1.35710 -0.73070 1.60795
S 0.90011 -1.29681 3.28514
H -0.01869 2.72310 0.09865
H 0.38939 2.48098 -1.63422
H -1.07366 1.81367 -0.88123
H 1.83853 0.89153 -0.55025
H 0.39090 -0.05947 -1.00668
H -0.52417 0.42241 1.32809
H 0.89552 1.37156 1.67706
H 2.37205 -0.37280 1.80653
H 1.40669 -1.45824 0.80093
H -0.27439 -1.80260 2.86833
O -0.71833 -2.11814 -0.97817
H -0.55911 -2.99008 -0.59181
H -0.61288 -1.49081 -0.23884
O -2.34392 0.18239 -2.58115
H -1.60907 -0.42987 -2.44014
H -3.12795 -0.38538 -2.58884
*
```

Results
- HOMO-LUMO gap: 9.69 eV
- SMILES string: CCCCS.O.O
- HOMO level: -9.244 eV

Results of the Löwdin charge analysis, in e, for atoms 1 through 2:
1. C -0.111
2. C -0.253

---

Which of them is most stable? Easy: ii.

---

## i
Density functional theory data (the ωB97M-V functional and the def2-TZVPD basis) for a gas-phase ion, C5H8NS (charge +1).

Structure (ORCA input):
```
! RIJCOSX wB97M-V def2-TZVPD def2/J DEFGRID3
* xyz 1 1
C -1.19715 0.88881 -0.02568
C -2.56345 0.76661 0.01382
C -0.37407 -1.32060 -0.05735
C 1.18999 0.47356 -0.06591
C 2.38753 -0.34151 0.04767
N -0.10376 -0.02461 -0.05687
S -3.91864 -0.32001 0.03094
H -0.84366 1.91125 -0.01813
H -3.00847 1.76142 0.05123
H -1.40262 -1.63404 -0.05040
H 0.40271 -2.06049 -0.09111
H 1.27100 1.54946 -0.10858
H 2.31097 -1.31602 -0.43131
H 2.60307 -0.53182 1.10858
H 3.24655 0.19799 -0.34690
*
```

Results
- HOMO-LUMO gap (alpha / beta): 7.47 / 6.49 eV
- HOMO level (alpha / beta): -13.237 / -12.984 eV

Results of the Löwdin charge analysis, in e, for atoms 1 through 2:
1. C -0.126
2. C -0.542

---

## ii
Density functional theory data (the ωB97M-V functional and the def2-TZVPD basis) for a molecular structure, C5H8NS.

Structure (ORCA input):
```
! RIJCOSX wB97M-V def2-TZVPD def2/J DEFGRID3
* xyz 1 1
C -1.77856 0.55286 0.07850
C -0.52552 -1.19597 -0.05680
C -2.15094 1.86088 0.07078
C 0.33728 -2.28566 -0.12390
C 0.78852 0.80350 -0.05125
N -0.47040 0.08611 -0.00429
S -2.85098 -0.81059 0.27328
H -3.17518 2.03688 -0.03910
H -1.49643 2.80892 -0.13272
H 1.02703 -2.22288 -0.99031
H -0.26118 -3.15948 -0.35115
H 0.85842 -2.50270 0.70982
H 1.48918 0.15062 0.27844
H 0.56956 1.61381 0.62682
H 1.13242 0.95436 -1.03896
*
```

Results
- HOMO-LUMO gap (alpha / beta): 7.32 / 7.32 eV
- HOMO level (alpha / beta): -13.332 / -13.333 eV

Results of the Löwdin charge analysis, in e, for atoms 1 through 2:
1. C -0.739
2. C -0.091

---

Which of them is most stable? Easy: i.

---

## i
Density functional theory data (the ωB97M-V functional and the def2-TZVPD basis) for 3 unconnected molecules or ions with the total composition C3H16N2O2.

Structure (ORCA input):
```
! RIJCOSX wB97M-V def2-TZVPD def2/J DEFGRID3
* xyz 2 1
C -0.35846 -0.97043 -0.37111
C -0.62070 0.19734 0.67163
C -0.14287 1.56113 0.28712
N 1.36378 1.88181 0.42617
N -1.67527 -1.43172 -0.92715
H 0.24703 -1.68638 0.16484
H 0.33618 -0.50391 -1.08813
H -0.25888 -0.16089 1.63513
H -1.71174 0.24044 0.72570
H -0.48116 1.79241 -0.72076
H -0.55676 2.29860 0.98487
H 1.86208 1.24294 -0.18927
H 1.57134 2.86537 0.25408
H 1.63920 1.66232 1.40256
H -2.31496 -0.63960 -0.97420
H -2.04928 -2.27053 -0.48059
H -1.57043 -1.68272 -1.97995
H -0.30341 -2.72023 -3.71691
H 0.46421 -1.51949 -3.16340
O -0.41230 -1.91176 -3.20365
H 1.82328 -0.14404 3.29893
H 1.65718 1.16685 3.91109
O 1.49196 0.73251 3.05301
*
```

Results
- HOMO-LUMO gap: 12.63 eV
- HOMO level: -19.223 eV

Results of the Löwdin charge analysis, in e, for atoms 1 through 2:
1. C -0.122
2. C -0.156

---

## ii
Density functional theory data (the ωB97M-V functional and the def2-TZVPD basis) for 3 unconnected molecules or ions with the total composition C3H16N2O2.

Structure (ORCA input):
```
! RIJCOSX wB97M-V def2-TZVPD def2/J DEFGRID3
* xyz 2 1
C 1.54698 0.19899 -0.22252
C 0.00496 0.16744 -0.30632
C -0.69740 0.63585 0.96958
N -2.09992 -0.00175 1.00431
N 2.12730 0.46523 -1.55743
H 1.90983 -0.74544 0.17323
H 1.81851 0.94815 0.52300
H -0.39187 -0.80162 -0.64037
H -0.31799 0.81115 -1.12755
H -0.27656 0.37722 1.93797
H -0.91285 1.69925 0.92752
H -2.18784 -0.95386 0.64493
H -2.47313 0.08370 1.96055
H -2.75676 0.50832 0.40901
H 2.05997 1.40829 -1.92410
H 1.72990 -0.21143 -2.23014
H 3.10960 0.17672 -1.56856
H 1.10388 -1.30523 -4.51212
H 1.85098 -2.38265 -3.61152
O 1.25508 -1.59883 -3.61031
H -1.91811 -0.13699 4.57988
H -2.76762 0.83486 3.91359
O -1.88706 0.42806 3.80265
*
```

Results
- HOMO-LUMO gap: 12.46 eV
- HOMO level: -18.678 eV

Results of the Löwdin charge analysis, in e, for atoms 1 through 2:
1. C -0.126
2. C -0.155

---

Which of them is most stable? Easy: ii.